Below is a molecular structure, C49H40As2F5NO14S2W at a distorted geometry, with properties calculated with ωB97M-V/def2-TZVPD.

```
! wB97M-V def2-TZVPD RIJCOSX def2/J DEFGRID3
* xyz 0 3
W 0.76088 0.55715 0.27544
O -0.90698 3.37022 2.59902
C -0.09085 2.77560 1.95533
O -0.35039 1.64990 1.31515
C 1.34091 3.13765 1.87458
C 1.78070 4.25345 2.59466
C 3.11262 4.48768 2.72489
C 4.01064 3.59386 2.10843
C 5.40468 3.74332 2.23982
C 6.26936 2.88385 1.61897
C 5.75410 1.86207 0.80844
C 4.40179 1.70181 0.65758
C 3.48351 2.52630 1.32886
N 2.13483 2.27761 1.22802
H 1.02547 4.87346 3.05649
H 3.49607 5.32452 3.29358
H 5.77901 4.55698 2.84812
H 7.33751 3.00176 1.73792
H 6.42634 1.19367 0.28592
H 4.03292 0.94870 -0.00511
C 5.28745 0.14595 -4.96327
O 5.58724 -0.93192 -4.08733
C 4.87696 -1.04455 -2.96452
C 5.34473 -2.00160 -2.03481
C 4.76789 -2.11434 -0.80830
C 3.67128 -1.29822 -0.43352
C 3.14037 -1.23661 0.87226
C 3.67226 -2.00972 2.01423
O 2.16085 -0.45144 1.13393
C 3.13099 -0.43235 -1.43040
O 2.07454 0.29183 -1.17553
C 3.75358 -0.29440 -2.66865
H 6.01570 0.09213 -5.76680
H 5.38624 1.10465 -4.44909
H 4.28291 0.05878 -5.38122
H 6.18772 -2.61649 -2.31865
H 5.16268 -2.83406 -0.10571
H 4.65240 -2.42727 1.81076
H 2.96962 -2.81943 2.24956
H 3.71081 -1.38672 2.90817
H 3.32342 0.41787 -3.35857
F -5.88330 0.00313 -3.49035
C -4.63292 -0.18898 -3.06350
C -4.15897 0.47960 -1.95192
F -4.94763 1.33259 -1.29376
C -2.86751 0.25614 -1.52498
F -2.49468 0.85050 -0.38841
C -1.98053 -0.59702 -2.18306
S -0.31651 -0.87894 -1.74109
C -2.50112 -1.26250 -3.29316
F -1.72494 -2.11990 -3.96651
C -3.79754 -1.06951 -3.72625
F -4.25265 -1.72147 -4.79853
C -4.93489 -2.17311 3.00990
O -4.69546 -2.12407 1.59679
C -3.48869 -2.21843 1.05838
O -3.34861 -2.01071 -0.12433
C -2.26643 -2.54549 1.86946
C -2.10980 -3.70598 2.49002
As -0.56140 -4.34368 3.59841
C -1.01201 -3.18444 5.12091
C 0.52626 -3.14714 2.53856
C 0.31764 -1.74598 2.73857
As -1.00073 -0.91532 1.53432
C -2.12642 0.05696 2.86599
C 0.97519 -1.05258 3.79600
O 1.65357 -1.52017 4.68721
O 0.81199 0.33078 3.71868
C 1.26058 1.02698 4.88449
C 0.66393 -3.81823 1.27581
O 0.39943 -5.00030 1.10643
O 1.26269 -3.13209 0.24972
C 1.63540 -4.02771 -0.81248
C -3.24029 -4.66352 2.70963
O -3.73979 -4.74441 3.80610
O -3.64143 -5.44323 1.71468
C -2.94361 -5.43877 0.45557
H -5.39840 -3.12314 3.26338
H -5.62794 -1.36389 3.23024
H -4.01779 -2.05441 3.58235
H -1.87024 -3.61142 5.63620
H -1.24344 -2.17532 4.78633
H -0.16001 -3.14911 5.79876
H -2.15571 -0.50137 3.79960
H -3.13399 0.14418 2.45521
H -1.75312 1.05769 3.04690
H 0.57990 1.85734 5.06504
H 2.27876 1.39789 4.73931
H 1.25927 0.34716 5.73374
H 2.19180 -3.44940 -1.54130
H 0.74837 -4.45282 -1.27560
H 2.25223 -4.83254 -0.40999
H -3.35029 -6.28095 -0.09600
H -1.86998 -5.56623 0.59761
H -3.13013 -4.51781 -0.09471
C -5.84263 3.99803 -4.20750
C -5.70359 4.90022 -5.39884
O -6.60680 5.47387 -5.94071
S -4.05475 5.11654 -6.08960
C -2.96838 4.36802 -4.88958
C -2.56775 5.10849 -3.78355
C -1.69597 4.55754 -2.86181
C -1.20945 3.26004 -3.04126
C -1.59027 2.53621 -4.17536
C -2.46632 3.08751 -5.09434
C -0.40121 2.63989 -2.03841
C 0.23617 2.08976 -1.16544
H -6.88882 3.71341 -4.11430
H -5.53364 4.52350 -3.30281
H -5.22565 3.11032 -4.31009
H -2.94767 6.11356 -3.65585
H -1.37692 5.12875 -2.00045
H -1.19198 1.54163 -4.32897
H -2.76520 2.53222 -5.97409
*
```

Summary:
**⟨S²⟩**: 2.022
**Frontier orbital gap (spin up / spin down)**: 5.1 / 5.3 eV
**Total energy**: -8833.50755 Ha
**Strongest force on any atom**: 4.614 eV Å⁻¹
**Lowest unoccupied orbital energy (spin up / spin down)**: -0.071 / -0.076 Ha

These are the Mulliken partial charges, in e, on atoms 1 to 8: atom 1 (W): 0.368, atom 2 (O): -0.651, atom 3 (C): 0.448, atom 4 (O): 0.132, atom 5 (C): 0.433, atom 6 (C): -1.274, atom 7 (C): -0.836, atom 8 (C): 0.803